Entry 1:
{"formula": "C5H11N3", "method": "ωB97M-V with the def2-TZVPD basis set", "gap_ha": [0.299, 0.299], "total_charge": 0, "fmax_ha_per_bohr": 0.1134, "de_lowest_kcal_mol": 107.9, "elements": ["C", "C", "C", "C", "C", "N", "N", "N", "H", "H", "H", "H", "H", "H", "H", "H", "H", "H", "H"], "xyz": [[-2.43, -0.07, -0.90], [0.97, -0.61, -0.19], [1.77, -1.94, -0.09], [1.27, 1.75, -0.25], [-1.42, 0.35, 1.17], [-0.27, -0.74, -0.70], [1.73, 0.41, -0.06], [-1.33, -0.15, -0.19], [-2.50, -0.58, -1.82], [-3.10, 0.81, -0.71], [1.29, -2.72, 0.74], [2.76, -1.79, 0.23], [1.66, -2.43, -1.02], [1.64, 2.34, 0.62], [0.13, 1.84, -0.47], [1.86, 2.35, -1.05], [-2.31, 0.85, 1.45], [-0.38, 0.92, 1.41], [-1.34, -0.62, 1.82]]}

---

Entry 2:
{"formula": "C5H11NO", "method": "ωB97M-V with the def2-TZVPD basis set", "gap_ha": [0.299, 0.186], "total_charge": 1, "spin_multiplicity": 2, "fmax_ha_per_bohr": 0.0761, "de_lowest_kcal_mol": 66.7, "elements": ["N", "C", "C", "C", "C", "C", "H", "H", "H", "H", "H", "H", "H", "H", "H", "H", "H", "O"], "xyz": [[-2.43, -1.21, 1.44], [-1.19, -0.85, 0.73], [0.35, 2.05, -2.95], [-0.36, 1.87, -1.80], [-0.31, 0.75, -0.92], [-1.38, 0.28, -0.26], [-2.69, -0.66, 2.25], [-3.18, -1.37, 0.80], [-0.99, -1.77, 0.19], [-0.44, -0.50, 1.45], [0.26, 2.71, -3.79], [1.17, 1.34, -3.09], [-1.16, 2.53, -1.47], [0.67, 0.27, -0.99], [-2.36, 0.72, -0.26], [4.28, -1.60, 1.78], [4.41, -2.85, 2.72], [4.29, -1.90, 2.70]]}